A structure of composition C30H49BBr4Cl3F4I2LiMg2N3O17PS2. Source: OMol25; level of theory: ωB97M-V/def2-TZVPD.

The geometry in XYZ format:
```
119
C30H49BBr4Cl3F4I2LiMg2N3O17PS2 ωB97M-V/def2-TZVPD
C 1.949 0.833 6.171
C 2.029 -0.325 5.024
F 3.450 -0.527 4.612
C 1.142 -0.092 3.681
C 0.259 1.279 3.610
N -1.046 1.415 4.011
C -2.058 0.461 4.594
B -1.969 0.216 6.211
O -1.519 -1.147 6.658
O -2.323 1.167 7.282
C -1.441 2.850 3.751
C -0.170 3.831 3.282
C -0.855 4.661 2.051
I -2.198 6.230 2.899
C 0.181 5.460 1.069
C -0.080 4.919 -0.492
I -0.391 7.617 0.994
P 0.679 4.746 4.726
O -0.517 5.411 5.857
Br 1.831 6.605 3.991
C 0.953 2.644 2.937
O 2.152 3.207 3.573
N 3.228 2.412 3.451
O 4.258 3.064 3.564
C 1.006 2.181 1.350
C 2.301 2.287 0.354
C 2.371 1.814 -1.215
C 0.974 1.196 -1.880
C -0.372 1.103 -0.912
C -0.385 1.550 0.668
H 2.482 1.845 5.913
H 2.530 0.404 7.122
H 0.876 1.100 6.555
H 1.672 -1.346 5.523
H 1.883 -0.088 2.750
H 0.403 -1.008 3.518
H -1.914 -0.582 4.033
H -3.173 0.808 4.350
H -2.061 -1.834 6.132
H -1.507 1.753 7.408
H -2.499 3.071 3.273
H -1.612 3.253 4.860
H -1.600 3.927 1.482
H 1.317 5.307 1.306
H 0.824 4.290 -0.896
H -1.056 4.279 -0.597
H -0.223 5.849 -1.216
H 0.036 5.844 6.570
H 3.304 2.742 0.818
H 3.385 1.909 -1.835
H 0.901 0.827 -2.990
H -1.400 0.692 -1.357
H -1.382 1.460 1.277
O 3.788 7.904 1.924
S 4.396 6.729 1.274
O 3.402 5.644 1.191
O 5.554 6.275 2.066
O 4.842 7.094 -0.083
Cl -1.123 -2.073 -3.653
C 0.079 -2.959 -2.682
C -0.202 -2.860 -1.191
Cl 0.067 -1.215 -0.563
H 1.071 -2.569 -2.932
H 0.035 -4.004 -3.000
H 0.472 -3.523 -0.641
H -1.231 -3.150 -0.955
C -3.669 -4.945 -2.884
O -2.650 -5.936 -2.866
C -3.120 -7.207 -2.399
C -3.046 -8.244 -3.531
N -4.045 -7.962 -4.566
C -3.867 -8.764 -5.782
C -2.594 -8.508 -6.613
O -2.555 -7.214 -7.219
C -2.001 -6.196 -6.394
H -3.214 -3.992 -3.167
H -4.438 -5.193 -3.620
H -4.119 -4.833 -1.892
H -4.131 -7.146 -1.976
H -2.444 -7.517 -1.595
H -3.225 -9.242 -3.118
H -2.034 -8.215 -3.945
H -3.990 -6.978 -4.821
H -4.734 -8.557 -6.422
H -3.919 -9.828 -5.520
H -2.602 -9.223 -7.443
H -1.675 -8.710 -6.053
H -1.234 -6.577 -5.715
H -2.793 -5.695 -5.836
H -1.542 -5.449 -7.046
Mg -0.200 6.526 -2.580
O -3.492 8.279 3.292
S -4.045 9.639 3.419
O -5.335 9.581 4.129
O -4.249 10.214 2.076
O -3.104 10.484 4.176
C 1.163 8.133 8.889
Br 1.884 6.469 8.184
Br -0.718 7.966 9.355
Br 2.220 8.808 10.376
H 1.228 8.875 8.087
Li 0.997 8.696 3.154
Mg -1.245 -4.898 -3.428
Cl 1.615 -4.513 -0.619
C 4.906 -2.805 -5.964
C 4.784 -4.212 -6.515
O 3.639 -4.910 -6.038
C 2.345 -4.653 -6.656
O 2.421 -4.776 -7.978
C 1.675 -3.302 -6.184
F 1.917 -3.073 -4.860
F 0.317 -3.349 -6.299
F 2.083 -2.193 -6.847
H 4.621 -2.765 -4.908
H 5.934 -2.444 -6.068
H 4.270 -2.109 -6.511
H 5.642 -4.783 -6.144
H 4.865 -4.225 -7.606
H 1.724 -5.392 -6.129
```

Results
Frontier orbital gap (Eh): 0.0608
LUMO (eV): -4.71

A cluster of 2 separate species, C3H5NO2 in total. Source: OMol25; level of theory: ωB97M-V/def2-TZVPD.

The geometry in XYZ format:
```
11
C3H5NO2 ωB97M-V/def2-TZVPD
O 1.323 2.369 0.088
C 0.708 1.147 0.319
C -1.528 -0.976 -0.071
N -0.860 -1.540 0.849
C 1.220 0.025 -0.163
O 1.663 -0.913 -0.716
H 1.518 2.435 -0.855
H -0.106 1.123 1.033
H -2.182 -0.141 0.194
H -1.480 -1.248 -1.132
H -0.276 -2.282 0.455
```

Results
Energy relative to the best compared isomer or geometry (same formula, charge and spin) (kJ/mol): 326.4
Frontier orbital gap (Eh): 0.3301
LUMO (eV): 0.31

A structure of composition C12H8N2OPbS4Se. Source: OMol25; level of theory: ωB97M-V/def2-TZVPD.

The geometry in XYZ format:
```
29
C12H8N2OPbS4Se ωB97M-V/def2-TZVPD
Pb 6.784 8.158 9.663
O 4.256 4.452 15.390
C 4.637 5.132 14.500
S 4.810 4.508 12.821
C 5.145 6.036 12.006
C 5.460 7.103 12.878
S 6.053 8.665 12.543
S 5.123 6.813 14.605
S 5.248 6.149 10.254
N 6.834 4.933 7.217
C 7.763 5.910 7.176
C 7.661 6.959 6.255
C 8.570 7.999 6.228
C 9.599 8.065 7.167
C 9.608 7.163 8.238
C 10.461 7.273 9.377
C 10.278 6.377 10.422
C 9.311 5.400 10.326
N 8.652 5.152 9.249
C 8.728 6.049 8.192
H 6.873 4.114 7.870
H 6.024 5.052 6.632
H 6.874 6.990 5.462
H 8.371 8.853 5.549
H 10.249 8.949 7.033
H 11.114 8.097 9.265
H 10.875 6.477 11.295
H 9.209 4.859 11.215
Se 4.690 9.293 8.737
```

Results
Frontier orbital gap (spin up / spin down) (Eh): 0.1575 / 0.1560
LUMO (spin up / spin down) (eV): -3.16 / -3.35

A cluster of 3 separate species, C5H15N2O3 in total. Source: OMol25; level of theory: ωB97M-V/def2-TZVPD.

The geometry in XYZ format:
```
25
C5H15N2O3 ωB97M-V/def2-TZVPD
O -1.490 -1.497 -0.701
C -1.748 -1.124 -1.834
C -1.841 0.340 -2.111
C -1.976 1.286 -0.926
C -0.737 1.157 -0.029
C 0.341 1.737 -0.633
N 1.600 1.802 0.154
N -0.737 0.435 1.155
H -1.966 -1.897 -2.642
H -0.844 0.613 -2.704
H -2.640 0.494 -2.880
H -2.133 2.418 -1.185
H -2.880 1.146 -0.268
H 0.413 2.373 -1.551
H 1.910 0.866 0.668
H 2.324 1.981 -0.554
H 1.477 2.636 0.782
H -1.468 -0.267 1.142
H 0.014 0.011 1.662
H 2.279 -0.713 2.280
H 1.416 -1.455 1.195
O 1.571 -0.652 1.658
H 2.797 -3.554 1.644
H 2.992 -2.604 2.917
O 3.173 -2.612 1.984
```

Results
<S²>: 0.779
Multiplicity: 2
Frontier orbital gap (spin up / spin down) (Eh): 0.3514 / 0.2031
Total charge: +2
LUMO (spin up / spin down) (eV): -7.67 / -11.66